151
Properties=species:S:1:pos:R:3:lowdin_charge:R:1 method="wB97M-V/def2-TZVPD" e_tot_ev=-161820.1876 charge=-1 e_homo_ha=-0.222
As 20.87 -20.74 0.21 0.9302
F 20.86 -19.51 -1.12 -0.2949
F 22.14 -19.84 1.03 -0.2591
F 20.98 -21.99 1.44 -0.2606
F 19.71 -21.78 -0.78 -0.3046
F 22.12 -21.57 -0.77 -0.2893
F 19.57 -19.90 1.12 -0.2763
C 15.87 -18.88 1.54 -0.0477
C 15.96 -17.39 1.36 -0.2376
O 14.78 -16.67 1.01 0.0023
C 14.33 -16.72 -0.32 -0.5328
O 14.94 -17.25 -1.22 0.1361
O 13.22 -16.01 -0.38 0.0153
C 12.70 -15.56 -1.58 -0.0652
H 16.86 -19.32 1.42 0.0699
H 15.17 -19.35 0.85 0.0652
H 15.59 -19.08 2.58 0.0715
H 16.78 -17.18 0.68 0.1121
H 16.25 -16.86 2.28 0.1228
H 11.75 -15.02 -1.53 0.0909
H 12.55 -16.27 -2.39 0.0982
H 13.39 -14.79 -1.93 0.1007
C 23.96 -21.90 3.19 -0.0452
C 24.50 -21.67 4.62 -0.2236
O 24.38 -20.29 4.90 -0.0348
C 24.99 -19.56 5.94 -0.5035
O 25.01 -18.36 6.04 0.1278
O 25.70 -20.43 6.69 -0.0270
C 26.59 -19.99 7.74 -0.0307
H 23.03 -21.36 3.01 0.0456
H 23.74 -22.96 3.07 0.0808
H 24.64 -21.60 2.40 0.0721
H 25.53 -22.02 4.73 0.1164
H 23.90 -22.17 5.38 0.1200
H 26.11 -19.94 8.72 0.0899
H 27.13 -19.06 7.60 0.0925
H 27.33 -20.79 7.81 0.0885
C 16.36 -22.05 -1.10 -0.0504
C 15.12 -22.25 -0.24 -0.1727
O 14.20 -23.14 -0.98 0.0247
C 12.94 -23.19 -0.52 -0.5406
O 12.57 -22.70 0.55 0.0800
O 12.17 -23.75 -1.50 -0.0249
C 10.80 -24.19 -1.24 -0.0276
H 16.98 -22.95 -1.18 0.0605
H 17.01 -21.32 -0.62 0.0647
H 16.21 -21.68 -2.11 0.0811
H 14.65 -21.31 0.03 0.0997
H 15.37 -22.74 0.70 0.1271
H 10.10 -24.13 -2.08 0.0872
H 10.35 -23.65 -0.41 0.0816
H 10.87 -25.21 -0.86 0.0875
C 25.39 -17.66 2.71 -0.0415
C 24.10 -17.47 1.91 -0.1921
O 24.14 -16.21 1.17 0.0060
C 23.57 -15.07 1.73 -0.4409
O 22.71 -15.00 2.67 0.0381
O 24.10 -14.06 1.02 -0.0059
C 23.60 -12.76 1.23 -0.0406
H 26.30 -17.47 2.13 0.0816
H 25.35 -18.69 3.08 0.0656
H 25.31 -16.97 3.54 0.0757
H 23.19 -17.50 2.50 0.0948
H 24.04 -18.26 1.16 0.1098
H 24.27 -12.13 1.81 0.0927
H 22.68 -12.86 1.81 0.0931
H 23.48 -12.35 0.23 0.0976
C 22.19 -22.73 -6.14 -0.1188
O 22.11 -23.71 -5.11 -0.1622
C 21.95 -23.09 -3.84 -0.2219
C 21.88 -24.15 -2.76 -0.1824
N 22.86 -25.30 -2.84 -0.0358
C 24.30 -24.88 -2.67 -0.1622
C 25.22 -26.11 -2.87 -0.2073
O 24.84 -26.78 -4.09 -0.1941
C 25.86 -27.65 -4.60 -0.1253
H 23.10 -22.14 -6.18 0.0747
H 21.32 -22.09 -6.01 0.0797
H 22.06 -23.16 -7.13 0.0793
H 21.03 -22.50 -3.77 0.1212
H 22.69 -22.33 -3.60 0.1008
H 20.89 -24.62 -2.74 0.0925
H 21.91 -23.67 -1.79 0.0939
H 22.55 -25.85 -2.05 0.0886
H 24.44 -24.44 -1.68 0.0986
H 24.60 -24.11 -3.39 0.1079
H 25.13 -26.82 -2.04 0.1124
H 26.25 -25.78 -2.98 0.1090
H 26.31 -28.38 -3.93 0.0748
H 26.69 -27.10 -5.04 0.0755
H 25.39 -28.23 -5.40 0.0798
C 21.29 -18.85 4.17 -0.0916
O 20.13 -18.72 4.98 -0.1926
C 18.88 -19.11 4.41 -0.2127
C 17.82 -18.87 5.46 -0.2075
N 17.78 -19.98 6.43 -0.0621
C 16.84 -19.75 7.53 -0.2007
C 17.16 -20.84 8.56 -0.2161
O 18.51 -20.81 9.09 -0.2027
C 18.73 -19.79 10.10 -0.0929
H 22.14 -18.26 4.52 0.0867
H 21.22 -18.71 3.09 0.0516
H 21.55 -19.91 4.30 0.0822
H 18.91 -20.13 4.01 0.1268
H 18.74 -18.45 3.55 0.0951
H 16.81 -18.66 5.11 0.1090
H 18.14 -17.95 5.93 0.1130
H 18.76 -20.07 6.65 0.1025
H 15.85 -19.93 7.11 0.1176
H 16.92 -18.73 7.92 0.1079
H 17.10 -21.82 8.07 0.1174
H 16.41 -20.93 9.34 0.1068
H 19.64 -20.14 10.58 0.0815
H 17.94 -19.83 10.85 0.0770
H 18.86 -18.76 9.75 0.0802
C 17.78 -18.38 -3.04 -0.1689
O 17.57 -17.72 -4.26 -0.1253
H 18.69 -18.99 -3.04 0.0696
H 17.90 -17.55 -2.34 0.0745
H 16.96 -19.05 -2.79 0.0732
H 18.36 -17.21 -4.43 0.0683
C 20.17 -16.58 1.31 -0.1477
O 20.32 -15.16 1.42 -0.1241
H 21.07 -17.17 1.17 0.0580
H 19.81 -17.00 2.25 0.0606
H 19.58 -16.80 0.42 0.0754
H 21.06 -15.07 2.02 0.0072
C 23.08 -19.04 -3.89 -0.1338
O 23.54 -19.65 -5.12 -0.1324
H 22.58 -19.78 -3.26 0.0584
H 23.88 -18.59 -3.30 0.0742
H 22.38 -18.20 -3.99 0.0581
H 22.79 -19.68 -5.72 0.0592
C 18.67 -25.59 -1.21 -0.1483
O 18.45 -25.45 -2.64 -0.1273
H 19.59 -26.15 -1.06 0.0680
H 18.80 -24.58 -0.81 0.0603
H 17.90 -26.05 -0.59 0.0738
H 17.60 -25.86 -2.83 0.0643
C 25.31 -21.40 -1.60 -0.1804
O 24.77 -22.13 -0.55 -0.1250
H 24.98 -20.36 -1.63 0.0686
H 26.40 -21.37 -1.55 0.0740
H 25.13 -21.80 -2.59 0.0618
H 23.83 -21.99 -0.44 0.0274
C 21.63 -16.14 -2.22 -0.1502
O 21.92 -15.46 -3.45 -0.1279
H 22.51 -16.48 -1.68 0.0729
H 21.23 -15.44 -1.48 0.0687
H 20.93 -16.97 -2.33 0.0659
H 22.39 -14.64 -3.30 0.0663